1.
Formula: C4H6N2
Source: the Open Molecules 2025 dataset
Level of theory: ωB97M-V with the def2-TZVPD basis set

Its structure (SMILES) is NC1=NCC=C1.

Geometry (Å):
N (2.1218, 0.0830, 0.0937)
C (0.7620, -0.0316, -0.0927)
N (0.2055, -1.1690, -0.3217)
C (-1.2023, -0.9613, -0.0380)
C (-1.4098, 0.5266, 0.0516)
C (-0.1912, 1.0824, 0.0793)
H (2.6119, -0.7372, -0.2370)
H (2.5488, 0.9545, -0.1760)
H (-1.9140, -1.5301, -0.6458)
H (-1.2345, -1.3824, 0.9735)
H (-2.3666, 1.0374, 0.1063)
H (0.0684, 2.1276, 0.2068)

2.
Formula: C2H9OS
Source: the Open Molecules 2025 dataset
Level of theory: ωB97M-V with the def2-TZVPD basis set

As for the total charge: +1.

Geometry (Å):
O (-2.7463, -0.1529, 0.7665)
H (-3.2900, -0.0693, -0.0465)
H (-3.4992, -0.5311, 1.2793)
H (-0.8450, 0.0285, 0.3300)
C (1.0995, 1.5220, -0.3209)
S (0.5078, 0.1318, 0.5701)
C (1.1130, -1.4198, -0.1274)
H (2.1717, 1.4531, -0.5425)
H (1.0180, 2.4311, 0.2681)
H (0.6883, 1.5941, -1.3284)
H (2.1629, -1.4248, 0.1612)
H (0.5091, -2.2482, 0.2041)
H (1.1102, -1.3147, -1.2135)

It is found that the HOMO-LUMO gap values, taken in the order of the records, are 9.9181 12.6649 eV.
It is found that the highest occupied orbital energy values, taken in the order of the records, are -8.829 -15.936 eV.
It is found that the ΔE to the lowest compared entry with this formula, charge and spin values, taken in the order of the records, are 17.02 10.08 kcal/mol.